A cluster of 3 separate species, C32H57BBrF9N5O9S in total in a non-equilibrium geometry. Source: the OMol25 dataset; level of theory: wB97M-V/def2-TZVPD.

## Properties
Lowest unoccupied orbital energy in eV: -3.735
Charge: +1
Frontier orbital gap in eV: 7.94

Atoms and positions in Å:
C 3.38114 -0.80236 5.02419
C 2.49312 -1.93622 5.54902
C 1.92069 -2.85005 4.44708
C 0.38638 -2.61853 4.33266
C -0.14457 -2.91759 2.89912
C -0.73685 -1.62340 2.25236
N -1.77409 -1.23246 3.19280
C -2.73623 -0.57222 2.80242
O -3.60889 0.16947 2.44490
C -1.21502 -1.93922 0.82726
C -2.35048 -2.96911 0.73796
C -3.72715 -2.39083 0.38303
O -3.69937 -1.47267 -0.70724
C -4.29506 -0.27401 -0.45797
O -5.37237 -0.14512 0.05260
C -3.46191 0.91409 -0.89323
C -4.31425 2.10774 -1.31665
C -0.04084 -2.21346 -0.14734
Br -0.80677 -1.93988 -1.94906
C 0.36312 -3.72546 -0.14887
B 1.92302 -3.99294 -0.20032
O 2.60475 -3.75625 -1.35039
O 2.60899 -4.51150 0.90366
N 1.16655 -1.39740 0.09559
C 1.68228 -0.56105 -1.01458
C 0.93780 0.76744 -1.26320
C 1.87950 1.96339 -1.01992
C 1.06897 3.24195 -1.21261
C 1.78566 4.58737 -1.13219
F 1.14531 5.43646 -0.33925
F 1.68300 5.14489 -2.36610
C 3.30565 4.63090 -0.84973
F 3.67373 5.86851 -1.12961
F 4.00019 3.88170 -1.66885
S 3.90702 4.32484 0.90151
F 2.50204 3.77171 1.35790
F 4.43689 2.88565 0.54793
F 5.30383 4.93552 0.51673
F 3.43584 5.77037 1.31602
F 4.42309 4.10635 2.36665
C 1.37026 -0.95799 1.33844
N 2.62502 -0.80845 1.71951
N 0.38672 -0.66927 2.29456
C -0.03444 0.75292 2.05875
C -0.22826 1.43540 3.43586
N 0.63639 2.61538 3.56696
H 3.90961 -0.37556 5.87446
H 4.16066 -1.14296 4.34511
H 2.81386 0.03085 4.60775
H 3.09141 -2.50089 6.25794
H 1.70636 -1.47297 6.13735
H 2.41172 -2.68414 3.49371
H 2.09784 -3.86991 4.77415
H -0.06102 -3.33008 5.01540
H 0.22006 -1.58951 4.61718
H 0.70563 -3.30767 2.34355
H -0.90497 -3.67939 3.01675
H -1.63840 -1.00302 0.43736
H -2.16747 -3.78873 0.05233
H -2.48560 -3.42570 1.71391
H -4.26198 -1.99668 1.24087
H -4.32377 -3.24322 0.06333
H -2.90717 0.56642 -1.76852
H -2.70917 1.17141 -0.14864
H -3.65655 2.95194 -1.49059
H -4.86086 1.86216 -2.21691
H -4.97598 2.37052 -0.49921
H -0.05612 -4.21637 -1.01964
H -0.04226 -4.25471 0.70646
H 3.53636 -3.97669 -1.24927
H 3.30226 -3.90029 1.16524
H 2.68597 -0.25671 -0.72644
H 1.83878 -1.11423 -1.92533
H 0.00337 0.83583 -0.71203
H 0.67968 0.77593 -2.32007
H 2.30807 1.82905 -0.03258
H 2.62129 1.88612 -1.80723
H 0.56032 3.17605 -2.16691
H 0.27203 3.25891 -0.46988
H 3.32252 -1.38611 1.28615
H 2.92358 -0.09143 2.36595
H 0.79481 1.28239 1.59722
H -0.96295 0.85347 1.49843
H 0.10518 0.72823 4.18773
H -1.28308 1.62423 3.64490
H 0.71509 2.82220 4.55488
H 0.14179 3.40635 3.16615
O -3.58092 -6.71487 -1.27927
C -4.75384 -6.52440 -1.44784
O -5.47986 -6.02561 -0.43024
C -6.83426 -5.57486 -0.55291
C -7.81163 -6.72187 -0.40579
C -5.44642 -6.90999 -2.73255
H -6.97914 -5.01981 -1.48102
H -6.98254 -4.86462 0.25930
H -7.68251 -7.46329 -1.19426
H -8.83804 -6.35678 -0.44122
H -7.65336 -7.23277 0.54377
H -5.70655 -7.96651 -2.68977
H -4.75229 -6.74846 -3.55357
H -6.33673 -6.32456 -2.94983
O 3.45918 3.98486 -5.78221
C 3.49328 5.16679 -5.57310
O 2.81675 5.99572 -6.38494
C 2.63389 7.38941 -6.11802
C 3.80418 8.21284 -6.61369
C 4.34750 5.74473 -4.46913
H 2.42562 7.55714 -5.06003
H 1.73362 7.67236 -6.66067
H 4.72948 7.94535 -6.10294
H 3.61832 9.27522 -6.45508
H 3.96323 8.03969 -7.67781
H 5.36767 5.86432 -4.83099
H 4.34173 5.04603 -3.64129
H 3.98234 6.69420 -4.08428



The molecule C5H8N2 in a non-equilibrium geometry. Source: the OMol25 dataset; level of theory: wB97M-V/def2-TZVPD.

## Properties
Lowest unoccupied orbital energy in eV: 0.838
SMILES string: CC/N=C/CC#N
Charge: 0
Frontier orbital gap in eV: 11.10
ΔE to the lowest compared entry with this formula, charge and spin in kcal/mol: 39.3

Atoms and positions in Å:
C -1.55450 -1.61045 -1.01411
C -1.01450 -0.94121 0.30082
N 0.18879 -0.22042 0.11189
C 0.19575 0.96523 0.54587
C 1.47474 1.66224 0.58901
C 2.30055 1.08582 -0.40944
N 2.92165 0.61889 -1.23607
H -0.65030 -2.12255 -1.35591
H -1.88338 -0.89502 -1.73589
H -2.32380 -2.30786 -0.64561
H -0.78177 -1.63326 1.06546
H -1.77091 -0.30006 0.71637
H -0.65695 1.51841 1.04534
H 1.99794 1.37773 1.48273
H 1.55667 2.80250 0.53954



The molecule C3H3FN2O2 in a non-equilibrium geometry. Source: the OMol25 dataset; level of theory: wB97M-V/def2-TZVPD.

## Properties
Lowest unoccupied orbital energy in eV: -0.485
SMILES string: Nn1cc(F)c(=O)o1
Charge: 0
Frontier orbital gap in eV: 8.90
ΔE to the lowest compared entry with this formula, charge and spin in kcal/mol: 126.3

Atoms and positions in Å:
N 0.15343 -0.40012 1.96078
N -0.40467 -0.48793 0.70016
C -0.58088 0.69229 -0.11392
C -0.20752 0.33754 -1.40690
F -0.29351 1.16733 -2.36904
C 0.71825 -0.69849 -1.26017
O 1.69534 -1.29702 -1.82667
O 0.32941 -1.31509 -0.10595
H -0.74059 -0.31064 2.47192
H 0.52188 0.63928 1.82675
H -1.19114 1.67284 0.12303